Entry 1:
Here is a molecular structure, C2H35HgO16 from OMol25. Energies are from ωB97M-V/def2-TZVPD.

```
54
Properties=species:S:1:pos:R:3:lowdin_charge:R:1
Hg 1.45 1.99 2.29 1.364
C -1.49 -0.63 -0.15 -0.008
C -0.22 0.19 0.18 -0.295
O -0.26 0.57 1.56 -0.382
H -1.71 -1.51 0.41 0.067
H -1.37 -0.96 -1.16 0.061
H -2.33 -0.06 -0.12 0.060
H -0.08 1.05 -0.37 0.064
H 0.68 -0.42 0.15 0.068
O 0.00 -1.79 3.00 -0.024
H -0.02 -1.00 2.47 -0.024
H 0.87 -2.13 2.91 0.025
O -1.50 -3.18 -2.12 -0.007
H -1.27 -2.29 -2.17 -0.049
H -0.70 -3.57 -2.47 0.030
O 2.85 2.32 0.23 -0.027
H 3.70 2.66 0.28 0.034
H 2.96 1.48 -0.19 -0.014
O 2.49 -0.34 2.00 -0.106
H 2.90 -1.04 1.46 0.078
H 2.14 -0.73 2.82 0.050
O -3.34 2.19 2.72 0.016
H -2.94 2.87 2.30 -0.052
H -3.13 1.36 2.37 -0.041
O 1.49 -2.19 -2.02 -0.017
H 1.28 -2.48 -1.13 0.015
H 2.15 -2.82 -2.25 0.076
O -0.13 3.36 0.84 -0.085
H -1.01 3.05 0.74 -0.021
H -0.24 4.14 1.45 0.091
O -2.62 2.57 -0.20 -0.001
H -2.17 1.77 -0.36 -0.031
H -2.52 2.99 -1.07 0.069
O 3.11 0.04 -1.26 -0.010
H 3.26 0.02 -2.18 0.043
H 2.95 -0.87 -1.02 0.041
O -1.00 2.39 -2.86 -0.027
H -0.46 1.62 -3.01 -0.015
H -0.53 3.21 -3.05 0.045
O 0.82 -3.04 0.64 -0.061
H 0.39 -2.21 0.92 0.015
H 0.66 -3.57 1.46 0.088
O 2.03 2.41 -2.85 -0.038
H 1.29 3.02 -3.01 0.039
H 1.71 1.55 -2.70 -0.063
O -2.44 -3.15 2.36 -0.032
H -1.56 -2.87 2.58 -0.019
H -2.39 -3.67 1.53 0.072
O -2.41 -0.38 2.73 -0.041
H -1.70 -0.16 2.12 -0.038
H -2.55 -1.30 2.52 0.001
O 0.68 0.06 -3.01 -0.044
H 1.15 -0.58 -2.46 -0.009
H 1.08 0.06 -3.86 0.069
```

Computed properties:
Total charge: +1
Energy relative to the best compared isomer or geometry (same formula, charge and spin) in eV: 1.984
Orbital gap in eV: 5.46

Entry 2:
Here is a molecular structure, C30H35AsGdN4O5S2 from OMol25. Energies are from ωB97M-V/def2-TZVPD.

```
78
Properties=species:S:1:pos:R:3:lowdin_spin:R:1
Gd 0.23 -1.20 -0.92 5.269
O 2.47 -1.21 -1.83 -0.002
S 2.20 -1.86 -3.21 0.002
O 2.97 -1.39 -4.33 -0.001
O 2.50 -3.35 -3.12 0.001
O 0.68 -1.55 -3.25 -0.005
C -2.01 1.74 0.24 0.041
N -1.83 0.30 -0.01 0.437
C -2.81 -0.44 0.42 0.287
C -2.88 -1.81 0.04 0.287
C -3.79 -2.82 0.49 0.282
C -3.39 -4.04 -0.11 0.099
C -2.29 -3.70 -0.94 0.333
N -1.98 -2.36 -0.85 0.091
C -1.85 2.26 1.69 0.017
C -2.65 3.33 2.13 0.002
C -2.51 3.88 3.40 0.001
C -1.53 3.39 4.24 -0.001
C -0.74 2.33 3.86 0.001
C -0.86 1.81 2.57 0.002
H -3.01 2.07 -0.11 0.012
H -1.28 2.21 -0.40 0.000
H -3.57 -0.11 1.13 0.020
H -4.67 -2.66 1.11 0.012
H -3.80 -5.03 0.03 -0.001
H -1.75 -4.31 -1.65 0.016
H -3.41 3.74 1.47 0.001
H -3.17 4.71 3.72 0.000
H -1.35 3.87 5.20 0.000
H -0.04 1.86 4.57 0.000
H -0.15 1.03 2.26 0.001
C 1.33 5.55 1.90 0.010
C 2.13 4.50 2.34 -0.001
C 2.19 3.33 1.62 0.006
C 1.45 3.15 0.42 -0.007
C 0.57 4.19 0.07 0.008
C 0.52 5.38 0.79 -0.001
C 1.58 1.86 -0.34 0.014
C 0.77 1.43 -1.33 -0.172
C 0.22 2.13 -2.49 -0.010
C -1.02 1.80 -3.10 -0.022
C -1.58 2.64 -4.04 0.003
C -0.86 3.72 -4.55 -0.030
C 0.44 3.93 -4.14 0.002
C 0.97 3.15 -3.11 -0.029
H 1.27 6.47 2.48 0.001
H 2.73 4.64 3.24 0.000
H 2.84 2.52 1.98 0.000
H -0.10 4.05 -0.77 0.001
H -0.16 6.18 0.49 0.000
H 2.35 1.19 0.04 -0.003
H -1.53 0.90 -2.76 0.002
H -2.59 2.48 -4.40 0.001
H -1.32 4.37 -5.30 -0.002
H 1.02 4.73 -4.57 0.001
H 1.97 3.39 -2.72 -0.001
C 2.23 -5.44 0.84 0.001
As 2.18 -4.43 -0.99 0.004
C 3.98 -3.74 -0.77 0.001
C 1.86 -6.03 -2.09 0.001
O 0.73 -3.40 -0.73 0.007
H 3.11 -6.12 0.79 0.000
H 1.31 -5.99 1.01 0.000
H 2.37 -4.69 1.62 0.000
H 4.57 -4.50 -0.26 0.000
H 3.86 -2.84 -0.16 0.000
H 4.32 -3.46 -1.77 0.000
H 2.13 -6.91 -1.48 0.000
H 2.48 -5.93 -3.00 0.000
H 0.80 -6.08 -2.35 0.000
N -0.40 -3.43 1.92 0.002
C -0.32 -2.14 2.33 0.000
N -1.20 -1.62 3.21 0.004
S 1.03 -1.22 1.80 0.000
H -1.22 -3.99 2.14 0.001
H 0.20 -3.61 1.12 0.001
H -1.84 -2.18 3.75 0.000
H -1.10 -0.64 3.50 0.000
```

Computed properties:
Total charge: -1
Energy relative to the best compared isomer or geometry (same formula, charge and spin) in eV: 5.376
Multiplicity: 8
Orbital gap (spin up / spin down) in eV: 4.54 / 4.16
⟨S²⟩: 16.045

Entry 3:
Here is a molecular structure, C37H40CuINOP2STe from OMol25. Energies are from ωB97M-V/def2-TZVPD.

```
85
Properties=species:S:1:pos:R:3:lowdin_spin:R:1
Cu -0.33 -0.89 0.65 0.001
Te -2.71 -0.03 -4.19 0.014
C -4.80 -0.04 -3.83 0.024
C -5.57 -1.02 -4.43 0.001
C -6.93 -1.05 -4.16 0.002
N -7.54 -0.18 -3.35 -0.001
C -6.78 0.76 -2.79 0.001
C -5.42 0.88 -3.00 0.004
C -2.15 0.01 -2.12 0.498
P -1.26 -1.42 -1.40 0.044
C -0.37 -2.25 -2.78 0.013
C -0.30 -3.63 -2.90 0.002
C 0.44 -4.22 -3.92 0.001
C 1.12 -3.43 -4.84 0.001
C 1.05 -2.05 -4.74 0.000
C 0.32 -1.47 -3.71 0.002
C -2.57 -2.64 -0.99 0.012
C -3.89 -2.50 -1.41 0.008
C -4.84 -3.46 -1.09 0.001
C -4.48 -4.57 -0.34 0.000
C -3.18 -4.69 0.13 0.001
C -2.23 -3.73 -0.18 0.001
P -1.43 1.50 -1.45 0.230
C -2.04 1.61 0.27 0.045
C -2.92 0.70 0.85 0.013
C -3.35 0.88 2.15 0.001
C -2.91 1.96 2.89 0.006
C -2.03 2.88 2.33 0.000
C -1.60 2.70 1.02 0.010
C -2.28 2.93 -2.22 0.025
C -3.46 3.49 -1.72 0.005
C -4.08 4.53 -2.40 0.001
C -3.53 5.03 -3.57 0.002
C -2.34 4.50 -4.06 0.000
C -1.72 3.46 -3.38 0.005
H -5.13 -1.77 -5.08 0.000
H -7.57 -1.81 -4.60 0.000
H -7.30 1.47 -2.15 0.000
H -4.85 1.67 -2.52 0.001
H -0.83 -4.26 -2.21 0.000
H 0.48 -5.30 -4.00 0.000
H 1.70 -3.89 -5.63 0.000
H 1.57 -1.42 -5.45 0.000
H 0.30 -0.38 -3.63 -0.001
H -4.18 -1.63 -1.98 0.005
H -5.86 -3.34 -1.43 0.000
H -5.22 -5.33 -0.09 0.000
H -2.90 -5.54 0.75 0.000
H -1.23 -3.80 0.23 0.000
H -3.29 -0.15 0.27 0.005
H -4.04 0.16 2.59 0.000
H -3.25 2.10 3.91 0.000
H -1.69 3.73 2.90 0.000
H -0.90 3.41 0.58 0.002
H -3.89 3.11 -0.81 0.000
H -5.00 4.94 -2.01 0.000
H -4.01 5.85 -4.09 0.000
H -1.90 4.90 -4.96 0.000
H -0.79 3.06 -3.75 0.002
I 1.20 -1.85 3.64 0.000
C -0.24 -0.58 2.64 0.000
H 0.13 0.43 2.84 0.000
H -1.15 -0.73 3.22 0.000
C 4.72 2.17 -3.16 0.000
C 3.55 1.22 -2.92 0.000
C 3.23 1.08 -1.43 0.001
S 2.08 -0.28 -1.15 0.005
O 1.58 -0.10 0.26 0.004
C 3.25 -1.68 -1.11 0.000
C 3.73 -2.02 0.30 0.000
C 4.92 -1.22 0.79 0.000
H 4.90 2.32 -4.22 0.000
H 5.63 1.79 -2.70 0.000
H 4.51 3.15 -2.71 0.000
H 3.79 0.24 -3.34 0.000
H 2.66 1.58 -3.45 0.000
H 2.71 1.96 -1.05 0.001
H 4.13 0.91 -0.84 0.000
H 4.07 -1.42 -1.80 0.000
H 2.69 -2.51 -1.54 0.000
H 3.97 -3.09 0.31 0.000
H 2.90 -1.88 0.99 0.000
H 5.76 -1.28 0.09 0.000
H 5.26 -1.60 1.75 0.000
H 4.66 -0.17 0.93 0.000
```

Computed properties:
Energy relative to the best compared isomer or geometry (same formula, charge and spin) in eV: 0.126
Multiplicity: 2
Orbital gap (spin up / spin down) in eV: 6.63 / 4.82
⟨S²⟩: 0.759

Entry 4:
Here is 12 unconnected molecules or ions with the total composition C34H82N10O12S2 from OMol25. Energies are from ωB97M-V/def2-TZVPD.

```
140
Properties=species:S:1:pos:R:3:lowdin_charge:R:1
C -0.72 1.15 -6.02 -0.009
C -1.90 1.71 -5.24 -0.531
O -3.05 1.43 -5.61 0.002
N -1.57 2.56 -4.26 0.008
C -2.46 3.16 -3.36 -0.071
H -0.89 0.11 -6.27 0.075
H 0.25 1.20 -5.52 0.035
H -0.58 1.58 -7.01 0.086
H -0.58 2.76 -4.18 0.068
H -3.50 3.22 -3.66 0.100
H -2.06 4.18 -3.39 0.057
H -2.18 2.88 -2.34 0.069
C -4.77 -0.56 6.93 -0.005
C -3.86 0.04 5.88 -0.563
O -2.83 0.67 6.19 0.009
N -4.32 -0.01 4.66 0.004
C -3.56 0.39 3.49 -0.050
H -5.11 0.13 7.70 0.088
H -4.28 -1.36 7.48 0.081
H -5.59 -1.13 6.49 0.069
H -5.27 -0.31 4.50 0.137
H -3.98 -0.04 2.58 0.078
H -2.54 0.03 3.61 0.064
H -3.46 1.48 3.51 0.095
C -0.09 0.60 -1.24 0.026
C 0.89 -0.01 -0.27 -0.464
O 2.09 -0.13 -0.63 -0.026
N 0.50 -0.57 0.87 0.018
C -0.79 -0.58 1.40 -0.117
H -1.09 0.59 -0.82 0.036
H -0.04 0.11 -2.21 0.091
H 0.12 1.66 -1.38 0.070
H 1.11 -1.21 1.35 0.085
H -0.89 0.34 1.98 0.078
H -0.90 -1.44 2.05 0.085
H -1.61 -0.61 0.68 0.067
C 5.10 1.55 -0.42 0.001
C 5.74 0.27 0.13 -0.523
O 6.92 0.11 0.51 -0.005
N 4.87 -0.76 0.26 0.013
C 5.22 -2.10 0.87 -0.037
H 5.46 2.42 0.14 0.077
H 4.01 1.59 -0.41 0.049
H 5.48 1.68 -1.43 0.079
H 3.97 -0.57 -0.16 0.059
H 5.65 -2.64 0.02 0.068
H 4.30 -2.66 1.04 0.058
H 5.88 -2.12 1.74 0.081
C -0.64 -6.11 -2.04 0.018
C 0.39 -5.24 -1.28 -0.462
O 1.42 -4.91 -1.87 0.013
N 0.15 -4.91 -0.01 0.010
C 0.92 -3.95 0.68 -0.067
H -1.52 -5.57 -2.39 0.079
H -0.99 -6.91 -1.38 0.069
H -0.26 -6.66 -2.90 0.080
H -0.50 -5.44 0.55 0.095
H 0.74 -4.02 1.75 0.086
H 0.44 -2.99 0.50 0.068
H 1.98 -3.75 0.50 0.088
C 3.06 -3.24 4.34 0.020
C 2.01 -2.12 4.17 -0.531
O 1.57 -1.97 3.04 0.006
N 1.49 -1.60 5.27 0.040
C 0.45 -0.53 5.29 -0.033
H 2.61 -4.08 3.81 0.077
H 3.02 -3.62 5.36 0.070
H 4.05 -2.98 3.95 0.082
H 1.66 -2.04 6.16 0.138
H -0.34 -1.06 5.84 0.077
H -0.09 -0.40 4.35 0.057
H 0.52 0.46 5.73 0.091
C -4.63 3.66 0.61 0.014
C -3.92 2.35 0.15 -0.563
O -2.90 1.96 0.66 0.028
N -4.60 1.74 -0.83 0.017
C -4.21 0.37 -1.25 -0.040
H -3.98 4.53 0.66 0.079
H -5.02 3.69 1.63 0.076
H -5.49 3.83 -0.04 0.065
H -5.30 2.24 -1.35 0.132
H -4.85 0.26 -2.12 0.090
H -4.37 -0.41 -0.50 0.069
H -3.20 0.31 -1.64 0.067
C 3.23 5.94 2.32 0.001
C 2.19 4.96 2.74 -0.636
O 1.40 5.31 3.54 0.099
N 2.28 3.69 2.39 0.019
C 1.25 2.69 2.55 -0.083
H 2.92 6.97 2.17 0.091
H 3.54 5.59 1.34 0.073
H 4.02 5.89 3.07 0.091
H 3.22 3.30 2.43 0.140
H 0.49 2.49 1.79 0.059
H 0.67 2.77 3.47 0.084
H 1.65 1.68 2.64 0.076
C -4.50 -5.86 1.80 0.019
C -3.10 -5.54 1.30 -0.554
O -2.26 -6.40 1.07 0.017
N -2.72 -4.30 1.09 0.039
C -3.53 -3.09 1.01 -0.053
H -5.19 -5.03 1.95 0.062
H -4.43 -6.31 2.78 0.094
H -4.93 -6.47 1.00 0.096
H -1.77 -4.21 0.75 0.102
H -3.06 -2.48 0.24 0.074
H -3.45 -2.42 1.87 0.063
H -4.58 -3.34 0.98 0.079
C 3.87 -2.71 -2.20 -0.002
C 3.16 -2.43 -3.56 -0.489
O 3.53 -1.57 -4.39 -0.024
N 1.95 -3.03 -3.63 0.004
C 0.82 -2.67 -4.50 -0.049
H 3.21 -2.90 -1.34 0.052
H 4.61 -1.95 -2.00 0.068
H 4.41 -3.65 -2.32 0.085
H 1.81 -3.72 -2.91 0.041
H 1.08 -1.82 -5.12 0.070
H 0.02 -2.35 -3.83 0.071
H 0.52 -3.51 -5.12 0.079
C 3.24 2.11 -6.07 -0.236
S 2.74 2.86 -4.45 0.915
O 1.21 3.06 -4.56 -0.622
C 2.85 1.36 -3.32 -0.235
H 3.39 2.96 -6.74 0.036
H 2.50 1.50 -6.59 0.056
H 4.26 1.76 -5.90 0.052
H 3.78 0.80 -3.29 0.048
H 2.04 0.66 -3.51 0.042
H 2.74 1.82 -2.34 0.013
C -0.50 6.22 -2.74 -0.227
S 0.22 6.32 -1.02 0.831
O -0.83 7.10 -0.30 -0.584
C -0.14 4.63 -0.38 -0.244
H -1.54 6.55 -2.64 0.056
H -0.22 5.22 -3.06 0.022
H -0.08 7.06 -3.28 0.043
H -0.09 4.41 0.69 0.038
H 0.45 3.84 -0.84 0.032
H -1.19 4.49 -0.64 0.033
```

Computed properties:
Energy relative to the best compared isomer or geometry (same formula, charge and spin) in eV: 5.464
Orbital gap in eV: 8.52